The following is a DFT calculation (ωB97M-V/def2-TZVPD) of C23H16AsIrO5 as an isolated structure at a distorted geometry.

Properties
Orbital gap (alpha / beta) = 0.1641 / 0.1457 hartree
2S+1 = 5
Total charge = +2
E_HOMO (alpha / beta) = -0.4007 / -0.5486 Ha
E = -3601.5046 a.u.
Energy above the lowest of the compared OMol25 structures with the same formula, charge and spin = 0.0 kcal/mol

Last column: natural (NBO) charge in e.
Positions of all 46 atoms, in Å:
O: -4.68 -1.52 -4.93  -0.44
C: -4.03 -0.85 -4.27  0.45
Ir: -1.30 1.05 -2.68  0.12
O: -1.21 -1.21 -4.82  -0.37
C: -1.24 -0.38 -4.02  0.53
C: 0.60 1.59 -2.87  0.52
O: 1.71 1.89 -2.98  -0.40
C: -2.13 1.83 -1.05  0.48
O: -2.53 2.42 -0.13  -0.41
C: -1.97 2.48 -3.83  0.53
O: -2.35 3.38 -4.46  -0.35
H: -2.77 0.49 -2.10  0.04
C: 3.39 -3.28 0.49  -0.16
C: 2.07 -3.51 0.91  -0.15
C: 1.04 -2.64 0.53  -0.23
C: 1.34 -1.49 -0.20  -0.35
C: 2.64 -1.28 -0.68  -0.14
C: 3.67 -2.16 -0.32  -0.22
As: 0.03 -0.01 -0.42  0.89
C: -1.31 -0.57 0.90  -0.10
C: -2.59 -0.94 0.45  -0.31
C: -3.58 -1.26 1.39  -0.17
C: -3.29 -1.24 2.75  -0.10
C: -2.00 -0.90 3.19  -0.09
C: -1.01 -0.56 2.26  -0.37
C: 1.07 1.36 0.57  -0.08
C: 1.96 0.98 1.59  -0.10
C: 2.69 1.96 2.27  -0.23
C: 2.54 3.30 1.92  -0.07
C: 1.65 3.68 0.91  -0.02
C: 0.90 2.71 0.24  -0.32
H: 4.18 -3.96 0.79  0.25
H: 1.83 -4.39 1.51  0.25
H: 0.01 -2.82 0.83  0.23
H: 2.87 -0.41 -1.31  0.21
H: 4.69 -2.00 -0.67  0.25
H: -2.81 -0.98 -0.62  0.22
H: -4.58 -1.53 1.03  0.25
H: -4.07 -1.49 3.47  0.24
H: -1.77 -0.91 4.26  0.24
H: -0.01 -0.27 2.62  0.22
H: 2.09 -0.07 1.87  0.25
H: 3.39 1.65 3.05  0.26
H: 3.13 4.06 2.44  0.26
H: 1.55 4.73 0.65  0.25
H: 0.18 3.03 -0.52  0.23

The following is a DFT calculation (ωB97M-V/def2-TZVPD) of C23H16BrGaN5O3 as an isolated structure at a distorted geometry.

Properties
Orbital gap = 0.2513 hartree
2S+1 = 1
Total charge = +1
E_HOMO = -0.3767 Ha
E = -5884.2603 a.u.
Energy above the lowest of the compared OMol25 structures with the same formula, charge and spin = 20.7 kcal/mol

Last column: natural (NBO) charge in e.
Positions of all 49 atoms, in Å:
Ga: 0.45 -0.37 0.15  1.85
O: 2.49 0.11 -3.26  -0.58
C: 1.78 -0.15 -2.30  0.61
N: 1.44 0.56 -1.20  -0.83
C: 1.86 1.85 -0.80  0.09
C: 2.29 2.92 -1.65  -0.21
C: 2.35 4.21 -1.15  -0.21
C: 2.10 4.44 0.24  -0.19
C: 1.62 3.46 1.09  -0.25
C: 1.48 2.18 0.56  0.20
N: 0.96 1.10 1.30  -0.84
C: 0.69 0.94 2.61  0.63
O: 0.76 1.79 3.51  -0.60
C: 0.50 -0.56 2.97  0.16
C: 0.47 -0.93 4.25  -0.20
C: 0.26 -2.31 4.52  -0.09
C: 0.06 -3.19 3.48  -0.26
C: 0.21 -2.74 2.18  0.09
N: 0.42 -1.44 1.93  -0.59
C: 1.14 -1.47 -2.33  0.17
C: 1.37 -2.31 -3.42  -0.19
C: 0.80 -3.53 -3.35  -0.12
C: 0.06 -3.98 -2.27  -0.23
C: -0.09 -3.12 -1.19  0.06
N: 0.48 -1.89 -1.23  -0.58
H: 2.56 2.73 -2.59  0.23
H: 2.51 5.06 -1.80  0.23
H: 2.33 5.41 0.67  0.22
H: 1.34 3.79 2.08  0.26
H: 0.45 -0.19 5.04  0.28
H: 0.26 -2.67 5.53  0.24
H: -0.10 -4.25 3.67  0.25
H: 0.24 -3.53 1.41  0.22
H: 2.02 -2.03 -4.20  0.27
H: 0.92 -4.31 -4.15  0.24
H: -0.32 -4.98 -2.22  0.24
H: -0.72 -3.42 -0.37  0.22
O: -5.12 1.80 -1.21  -0.61
C: -3.89 1.46 -0.92  0.40
C: -2.70 2.01 -1.35  -0.32
C: -1.56 1.30 -1.06  0.10
N: -1.54 0.27 -0.23  -0.62
C: -2.68 -0.14 0.29  0.16
Br: -2.67 -1.36 1.69  0.13
C: -3.91 0.34 -0.08  -0.30
H: -5.19 2.47 -1.90  0.50
H: -2.66 2.93 -1.91  0.25
H: -0.63 1.69 -1.50  0.25
H: -4.85 0.05 0.46  0.27

The following is a DFT calculation (ωB97M-V/def2-TZVPD) of C23H16N8O8SSe2Yb as an isolated structure at a distorted geometry.

Properties
Orbital gap = 0.2379 hartree
2S+1 = 2
Total charge = -1
E_HOMO = -0.1950 Ha
E = -8285.9668 a.u.
Energy above the lowest of the compared OMol25 structures with the same formula, charge and spin = 23.0 kcal/mol

Last column: natural (NBO) charge in e.
Positions of all 59 atoms, in Å:
Yb: -0.70 0.12 0.58  1.89
Se: 6.25 4.05 -2.33  0.78
N: 5.62 2.40 -2.24  -0.61
C: 4.43 2.31 -1.75  0.14
C: 3.73 1.07 -1.53  -0.14
C: 4.27 -0.27 -1.49  -0.09
C: 3.35 -1.34 -1.31  -0.27
C: 1.99 -1.06 -1.11  0.09
N: 1.44 0.18 -1.28  -0.49
C: 2.32 1.19 -1.27  0.32
C: 1.71 2.56 -1.01  0.17
N: 0.39 2.54 -0.50  -0.52
C: -0.13 3.71 -0.29  0.03
C: 0.51 4.94 -0.29  -0.26
C: 1.85 5.03 -0.66  -0.12
C: 2.48 3.77 -1.01  -0.14
C: 3.84 3.66 -1.43  0.15
N: 4.55 4.71 -1.75  -0.56
H: 5.38 -0.35 -1.53  0.24
H: 3.67 -2.35 -1.27  0.23
H: 1.30 -1.82 -0.88  0.22
H: -1.40 3.56 -0.11  0.35
H: -0.08 5.83 -0.04  0.21
H: 2.38 5.95 -0.67  0.22
C: -2.07 -0.24 -3.23  -0.68
C: -1.90 -1.53 -2.46  0.43
N: -1.26 -1.60 -1.34  -0.55
C: -1.37 -2.91 -0.85  0.01
C: -2.08 -3.66 -1.82  -0.01
N: -2.43 -2.76 -2.79  -0.50
C: -2.66 -5.02 -1.93  0.77
O: -2.55 -5.77 -0.81  -0.69
O: -3.33 -5.38 -2.90  -0.62
C: -0.84 -3.33 0.50  0.80
O: -0.95 -4.54 0.78  -0.70
O: -0.35 -2.34 1.10  -0.74
H: -2.94 -0.34 -3.86  0.22
H: -1.21 0.09 -3.85  0.23
H: -2.23 0.56 -2.43  0.29
H: -2.93 -3.06 -3.66  0.45
H: -1.90 -5.37 -0.12  0.52
O: -4.66 2.14 0.91  -0.98
Se: -3.09 1.95 0.50  2.67
O: -2.81 0.57 -0.44  -1.09
O: -2.45 3.37 -0.23  -0.95
O: -2.00 1.62 1.82  -1.06
C: -2.76 -1.22 3.29  -0.68
C: -1.38 -1.02 3.78  0.32
C: -0.90 -1.48 5.03  -0.36
C: 0.41 -1.20 5.37  0.10
N: 1.28 -0.60 4.59  -0.49
C: 0.85 -0.29 3.37  0.33
S: 2.00 0.42 2.21  -0.37
N: -0.48 -0.37 2.99  -0.62
H: -3.39 -1.61 4.08  0.22
H: -2.83 -1.88 2.35  0.24
H: -3.22 -0.25 3.04  0.27
H: -1.58 -1.85 5.76  0.21
H: 0.84 -1.50 6.38  0.19

The following is a DFT calculation (ωB97M-V/def2-TZVPD) of C23H17BBr27FO4 as an isolated structure at a distorted geometry.

Properties
Orbital gap = 0.2017 hartree
2S+1 = 1
E_HOMO = -0.2860 Ha
E = -70809.7309 a.u.

Last column: Mulliken charge in e.
Positions of all 73 atoms, in Å:
O: -1.75 -2.74 0.30  -0.39
C: -1.60 -1.42 0.13  -0.38
C: -0.13 -0.64 0.08  0.27
C: 1.18 -1.12 0.95  -0.69
C: 2.60 -0.27 0.84  -1.10
C: 2.77 1.10 -0.09  -0.62
C: 1.44 1.56 -0.93  0.35
B: 1.56 2.93 -1.85  0.68
O: 2.67 3.27 -2.77  -0.46
O: 0.41 3.89 -1.72  -0.56
C: 0.02 0.72 -0.89  0.30
C: -1.34 1.11 -1.75  -0.28
O: -1.35 1.53 -3.02  -0.54
C: -2.78 0.93 -0.98  1.11
C: -3.97 2.05 -1.18  -0.56
C: -5.41 1.83 -0.40  -0.37
C: -5.58 0.48 0.51  -0.28
C: -4.37 -0.65 0.73  -0.12
F: -4.62 -1.85 1.58  -0.25
C: -2.92 -0.42 -0.01  0.92
H: 1.17 -2.06 1.66  0.53
H: 3.54 -0.64 1.44  0.63
H: 3.79 1.69 -0.15  0.05
H: 2.26 3.92 -3.43  0.31
H: -0.01 3.78 -0.80  0.33
H: -3.80 3.00 -1.85  0.42
H: -6.25 2.65 -0.54  0.36
H: -6.60 0.32 1.07  0.41
C: 5.10 5.69 -0.88  -0.34
Br: 6.45 5.63 -2.28  -0.01
Br: 4.46 3.91 -0.42  0.14
Br: 5.72 6.66 0.69  -0.03
H: 4.25 6.24 -1.28  0.33
C: -6.01 -0.65 -3.29  -0.32
Br: -5.16 -2.03 -4.36  -0.06
Br: -4.90 -0.13 -1.78  -0.08
Br: -6.53 0.88 -4.36  -0.11
H: -6.93 -1.08 -2.88  0.40
C: 3.73 -4.38 0.24  -0.37
Br: 4.68 -5.26 1.69  -0.02
Br: 1.89 -4.99 0.12  -0.02
Br: 3.85 -2.45 0.35  0.22
H: 4.23 -4.68 -0.69  0.35
C: 7.45 -2.52 -1.24  0.01
Br: 8.06 -1.46 -2.75  -0.01
Br: 7.80 -4.42 -1.49  -0.03
Br: 8.20 -1.88 0.44  0.04
H: 6.37 -2.40 -1.17  -0.04
C: -3.62 1.48 3.91  -0.41
Br: -2.03 2.36 4.61  -0.07
Br: -3.60 1.38 1.97  0.12
Br: -3.89 -0.27 4.72  -0.02
H: -4.48 2.09 4.20  0.41
C: -1.67 -2.64 7.60  -0.30
Br: -0.72 -3.52 9.05  -0.05
Br: -3.51 -3.25 7.48  -0.03
Br: -1.55 -0.71 7.72  0.00
H: -1.17 -2.94 6.67  0.35
C: 9.13 -0.05 4.25  -0.27
Br: 10.08 -0.92 5.71  -0.01
Br: 7.29 -0.65 4.13  0.02
Br: 9.25 1.89 4.37  0.00
H: 9.63 -0.34 3.32  0.26
C: -3.88 2.65 -7.44  -0.32
Br: -5.24 1.30 -7.74  -0.04
Br: -2.95 2.38 -5.76  0.11
Br: -2.65 2.79 -8.94  -0.05
H: -4.40 3.62 -7.37  0.33
C: -4.78 -4.34 -0.80  0.05
Br: -6.14 -5.70 -1.10  -0.06
Br: -3.85 -4.61 0.88  -0.05
Br: -3.55 -4.21 -2.30  -0.06
H: -5.30 -3.38 -0.73  0.00

The following is a DFT calculation (ωB97M-V/def2-TZVPD) of C23H17BN13O5SeTl as an isolated structure.

Properties
Orbital gap (alpha / beta) = 0.2780 / 0.2553 hartree
2S+1 = 2
Total charge = +1
E_HOMO (alpha / beta) = -0.4336 / -0.4386 Ha
E = -4573.2440 a.u.
Energy above the lowest of the compared OMol25 structures with the same formula, charge and spin = 17.2 kcal/mol

Last column: natural (NBO) charge in e.
Positions of all 61 atoms, in Å:
Tl: 0.48 -0.14 0.18  1.74
O: -2.29 -2.97 -1.72  -0.62
C: -1.40 -2.38 -0.97  0.81
O: -0.38 -1.86 -1.38  -0.59
C: -1.73 -2.44 0.50  0.10
C: -2.79 -3.17 0.99  -0.16
C: -2.98 -3.19 2.37  -0.10
C: -2.10 -2.48 3.18  -0.18
C: -1.09 -1.74 2.59  0.09
N: -0.91 -1.75 1.28  -0.44
C: -0.10 -0.88 3.35  0.79
O: -0.15 -0.86 4.67  -0.61
O: 0.74 -0.24 2.77  -0.55
H: -2.05 -2.88 -2.66  0.53
H: -3.45 -3.70 0.32  0.27
H: -3.81 -3.72 2.80  0.26
H: -2.26 -2.49 4.25  0.23
H: -0.84 -1.41 5.05  0.50
C: 1.59 3.90 1.60  -0.32
C: 0.59 3.01 1.25  0.02
N: 1.13 1.90 0.75  -0.40
N: 2.48 2.05 0.74  -0.33
C: 2.77 3.26 1.26  0.03
B: 3.47 1.06 0.01  0.94
N: 2.92 0.80 -1.44  -0.34
C: 3.59 0.82 -2.61  0.02
C: 2.72 0.49 -3.63  -0.32
C: 1.50 0.26 -3.00  0.01
N: 1.63 0.45 -1.69  -0.39
N: 3.49 -0.34 0.72  -0.33
C: 4.47 -1.02 1.35  0.04
C: 4.00 -2.27 1.70  -0.32
C: 2.69 -2.29 1.25  0.01
N: 2.39 -1.14 0.66  -0.41
N: 4.81 1.74 -0.10  -0.41
C: 5.03 2.89 -0.81  -0.05
C: 6.33 3.26 -0.63  -0.33
C: 6.85 2.27 0.23  -0.03
N: 5.94 1.37 0.54  -0.29
H: 1.48 4.88 2.03  0.25
H: -0.48 3.12 1.32  0.23
H: 3.79 3.59 1.36  0.25
H: 4.64 1.06 -2.64  0.25
H: 2.94 0.42 -4.68  0.25
H: 0.55 -0.02 -3.41  0.23
H: 5.44 -0.56 1.48  0.28
H: 4.54 -3.05 2.21  0.25
H: 1.95 -3.08 1.32  0.22
H: 4.25 3.36 -1.40  0.23
H: 6.84 4.11 -1.04  0.24
H: 7.85 2.18 0.63  0.22
O: -1.66 0.36 -0.50  -0.62
N: -2.53 1.17 0.01  0.04
C: -3.65 1.23 -0.64  -0.07
C: -4.69 2.11 -0.17  0.23
N: -5.53 2.81 0.18  -0.22
C: -3.85 0.44 -1.82  0.25
N: -3.96 -0.23 -2.75  -0.27
Se: -2.63 1.67 2.60  0.27
C: -3.95 0.42 2.67  -0.05
N: -4.72 -0.44 2.75  -0.33

The following is a DFT calculation (ωB97M-V/def2-TZVPD) of C23H17BrFN5O6SW as an isolated structure.

Properties
Orbital gap = 0.2104 hartree
2S+1 = 1
Total charge = +2
E_HOMO = -0.5165 Ha
E = -4750.5116 a.u.
Energy above the lowest of the compared OMol25 structures with the same formula, charge and spin = 7.1 kcal/mol

Last column: natural (NBO) charge in e.
Positions of all 55 atoms, in Å:
W: 0.85 -0.06 0.33  2.23
N: -2.36 6.62 4.05  -0.72
C: -1.80 5.47 3.65  0.26
C: -0.68 4.94 4.34  -0.27
C: -0.12 3.77 3.95  -0.08
C: -0.66 3.08 2.84  -0.53
C: -1.76 3.59 2.13  -0.13
C: -2.33 4.77 2.54  -0.22
S: 0.09 1.65 2.39  2.28
O: -0.84 0.82 1.54  -0.92
O: 0.78 0.99 3.44  -0.85
N: 1.22 1.83 1.13  -0.84
C: 0.70 2.59 0.07  0.56
N: 0.14 1.75 -0.82  -0.53
C: -0.33 2.27 -1.96  0.11
C: -0.29 3.63 -2.15  -0.28
C: 0.29 4.41 -1.15  0.15
N: 0.79 3.89 -0.03  -0.40
H: -2.01 7.11 4.85  0.42
H: -3.17 6.99 3.59  0.41
H: -0.29 5.47 5.20  0.24
H: 0.72 3.35 4.49  0.26
H: -2.19 3.05 1.30  0.23
H: -3.19 5.16 2.02  0.23
H: -0.75 1.58 -2.69  0.24
H: -0.68 4.08 -3.05  0.27
H: 0.34 5.49 -1.24  0.24
O: 3.61 -1.87 2.57  -0.36
C: 2.59 -1.53 2.12  0.68
O: 2.46 -0.54 1.12  -0.67
C: 1.15 -2.03 2.43  0.69
O: 0.88 -2.81 3.27  -0.39
O: 0.30 -1.44 1.56  -0.70
F: 3.78 0.44 -5.00  -0.27
C: 3.13 0.22 -3.88  0.47
C: 1.83 -0.26 -3.95  -0.25
C: 1.14 -0.48 -2.78  -0.22
C: 1.74 -0.27 -1.53  -0.30
C: 3.08 0.18 -1.50  -0.17
C: 3.77 0.44 -2.67  -0.27
H: 1.38 -0.44 -4.92  0.26
H: 0.12 -0.85 -2.86  0.22
H: 3.61 0.33 -0.57  0.26
H: 4.79 0.78 -2.65  0.27
Br: 0.73 -3.32 -0.82  0.23
C: -0.86 -2.34 -0.98  0.18
C: -1.97 -3.01 -1.46  -0.25
C: -3.17 -2.32 -1.59  -0.08
C: -3.21 -0.98 -1.23  -0.22
C: -2.07 -0.38 -0.76  0.07
N: -0.89 -1.04 -0.64  -0.56
H: -1.89 -4.06 -1.72  0.27
H: -4.05 -2.83 -1.96  0.26
H: -4.12 -0.41 -1.30  0.26
H: -2.08 0.64 -0.43  0.24

Question: Look up the E of the fourth one.
Answer: -70809.7309 a.u.

Question: Which value of 2S+1 does entry 5 give?
Answer: 2